Record 1
A molecular structure, C39H38FeIN6O4PSSe. Source: the Open Molecules 2025 dataset; level of theory: ωB97M-V with the def2-TZVPD basis set.

CARTESIAN COORDINATES (ANGSTROEM)
Fe -0.616 -0.265 0.216
I 1.660 0.944 0.916
C 1.613 0.757 3.002
C 2.801 0.319 3.503
C 3.010 0.282 4.897
C 2.047 0.760 5.726
C 0.809 1.231 5.220
C -0.126 1.800 6.110
C -1.306 2.302 5.656
C -1.648 2.122 4.306
C -0.809 1.513 3.404
P -1.688 1.026 1.853
C -2.159 2.672 1.184
C -1.361 3.775 1.489
C -1.593 5.008 0.891
C -2.629 5.159 -0.015
C -3.413 4.062 -0.349
C -3.168 2.827 0.229
C -3.195 0.250 2.562
C -2.994 -0.674 3.594
C -4.063 -1.327 4.181
C -5.358 -1.075 3.746
C -5.568 -0.166 2.723
C -4.494 0.491 2.131
C 0.517 1.157 3.821
H 3.585 0.007 2.818
H 3.946 -0.093 5.288
H 2.212 0.800 6.796
H 0.125 1.846 7.164
H -1.999 2.787 6.331
H -2.626 2.446 3.970
H -0.556 3.677 2.205
H -0.952 5.848 1.130
H -2.820 6.123 -0.470
H -4.205 4.163 -1.081
H -3.740 1.974 -0.102
H -1.993 -0.871 3.958
H -3.887 -2.032 4.984
H -6.196 -1.584 4.204
H -6.572 0.041 2.375
H -4.701 1.203 1.350
C -0.463 -1.580 1.757
H 0.346 -2.216 1.397
H -1.401 -2.130 1.798
H -0.204 -1.174 2.734
O -1.028 -2.947 -2.733
C -0.297 -2.565 -1.844
O -0.695 -1.683 -0.949
C 1.118 -3.089 -1.710
C 1.526 -4.144 -2.526
C 2.836 -4.611 -2.435
C 3.743 -4.059 -1.542
C 3.325 -3.022 -0.694
C 2.009 -2.541 -0.799
N 4.197 -2.464 0.235
O 3.709 -1.655 1.143
O 5.448 -2.745 0.179
H 0.818 -4.579 -3.220
H 3.153 -5.432 -3.069
H 4.761 -4.412 -1.464
H 1.720 -1.725 -0.166
C 4.662 0.561 -2.176
N 4.402 -0.554 -3.068
C 5.358 -1.455 -3.511
C 4.723 -2.362 -4.269
N 3.381 -2.012 -4.282
C 2.328 -2.770 -4.939
C 3.181 -0.896 -3.545
Se 1.567 -0.042 -3.276
H 5.725 0.792 -2.210
H 4.382 0.294 -1.157
H 4.079 1.419 -2.505
H 6.393 -1.386 -3.222
H 5.097 -3.227 -4.789
H 2.716 -3.186 -5.867
H 1.499 -2.102 -5.149
H 1.978 -3.571 -4.288
C -3.592 0.345 -5.167
C -3.792 0.473 -3.656
C -2.571 0.965 -2.945
N -2.174 0.529 -1.808
N -1.015 1.129 -1.359
C -0.571 2.062 -2.151
N 0.485 2.866 -1.894
S -1.527 2.219 -3.580
H -4.502 -0.023 -5.639
H -2.783 -0.354 -5.386
H -3.345 1.309 -5.620
H -4.032 -0.494 -3.217
H -4.620 1.156 -3.446
H 1.123 2.529 -1.192
H 0.934 3.277 -2.694

Results
* 2S+1: 5
* calculated total energy: -186144.3892 eV
* maximum force: 0.02485 hartree/bohr
* net charge: 0

***

Record 2
A molecular structure, C39H38N5SbSe6Ti. Source: the Open Molecules 2025 dataset; level of theory: ωB97M-V with the def2-TZVPD basis set.

CARTESIAN COORDINATES (ANGSTROEM)
Ti 0.463 -0.197 -0.142
C 2.303 1.998 3.921
C 0.872 1.600 3.722
C 0.165 2.028 2.601
C -1.134 1.606 2.362
C -1.755 0.720 3.235
C -1.058 0.278 4.347
C 0.232 0.727 4.596
H 2.615 1.867 4.956
H 2.470 3.037 3.630
H 2.953 1.356 3.319
H 0.635 2.736 1.920
H -1.687 2.011 1.516
H -2.763 0.374 3.045
H -1.507 -0.440 5.022
H 0.761 0.367 5.470
C 2.909 -6.253 -0.966
C 1.516 -6.205 -0.417
C 0.830 -7.365 -0.074
C -0.446 -7.315 0.466
C -1.063 -6.095 0.688
C -0.403 -4.922 0.368
C 0.866 -4.989 -0.191
N 1.555 -3.778 -0.513
C 1.035 -2.791 -1.198
N -0.085 -3.029 -1.961
C -1.297 -2.309 -1.690
C -1.320 -1.277 -0.742
C -2.578 -0.775 -0.406
C -3.743 -1.250 -0.990
C -3.667 -2.229 -1.968
C -2.446 -2.782 -2.332
C -2.368 -3.888 -3.344
N 1.604 -1.559 -1.217
C 1.865 -1.079 -2.547
C 0.889 -0.494 -3.350
C 1.222 0.041 -4.586
C 2.535 0.004 -5.021
C 3.505 -0.591 -4.229
C 3.193 -1.150 -2.996
C 4.237 -1.855 -2.180
H 3.139 -7.248 -1.344
H 3.632 -6.003 -0.186
H 3.049 -5.537 -1.777
H 1.310 -8.322 -0.233
H -0.950 -8.234 0.732
H -2.039 -6.047 1.151
H -0.850 -3.957 0.583
H 2.427 -3.587 0.033
H -0.265 -4.021 -2.071
H -2.654 -0.006 0.360
H -4.708 -0.865 -0.684
H -4.569 -2.590 -2.447
H -3.307 -3.979 -3.887
H -2.175 -4.856 -2.869
H -1.568 -3.714 -4.067
H -0.145 -0.489 -3.021
H 0.448 0.474 -5.206
H 2.806 0.426 -5.981
H 4.529 -0.639 -4.579
H 5.238 -1.573 -2.503
H 4.148 -2.939 -2.294
H 4.129 -1.652 -1.113
Se -0.134 2.282 -1.002
Se -0.602 2.792 -3.267
C -2.484 2.696 -2.885
C -3.387 2.773 -3.938
C -4.731 2.717 -3.616
C -5.108 2.590 -2.284
C -4.120 2.519 -1.323
N -2.820 2.571 -1.616
C 1.778 2.075 -1.140
C 2.617 2.665 -2.066
C 3.970 2.388 -1.920
C 4.415 1.565 -0.885
C 3.490 1.005 -0.025
N 2.184 1.269 -0.166
H -3.055 2.867 -4.962
H -5.478 2.767 -4.397
H -6.149 2.541 -1.998
H -4.367 2.414 -0.274
H 2.249 3.293 -2.864
H 4.683 2.812 -2.615
H 5.464 1.344 -0.759
H 3.751 0.321 0.775
Se 0.563 -4.458 3.727
Sb 2.518 -3.172 3.405
Se 0.976 -1.187 1.758
Se 3.284 -1.640 5.019
Se 4.120 -3.483 1.598

Results
* 2S+1: 1
* calculated total energy: -470242.7596 eV
* maximum force: 0.06305 hartree/bohr
* net charge: 0

***

Record 3
A molecular structure, C39H39Cl4Ge2N6O4W. Source: the Open Molecules 2025 dataset; level of theory: ωB97M-V with the def2-TZVPD basis set.

CARTESIAN COORDINATES (ANGSTROEM)
W 0.186 0.037 0.128
O -4.139 4.836 3.495
C -3.180 4.271 4.249
O -3.216 4.325 5.441
C -2.056 3.570 3.527
C -1.379 2.582 4.235
C -0.359 1.867 3.635
C -0.001 2.167 2.325
C -0.637 3.176 1.620
C -1.666 3.879 2.229
N 0.952 1.314 1.662
C 2.091 1.068 2.196
C 2.884 0.013 1.605
C 4.172 -0.281 2.009
C 4.849 -1.316 1.386
C 4.210 -2.012 0.375
C 2.920 -1.660 0.019
N 2.247 -0.674 0.623
H -4.056 4.601 2.563
H -1.686 2.368 5.250
H 0.109 1.041 4.154
H -0.348 3.417 0.606
H -2.141 4.680 1.676
H 2.425 1.615 3.072
H 4.629 0.297 2.801
H 5.857 -1.572 1.683
H 4.697 -2.827 -0.141
H 2.403 -2.186 -0.767
Cl -6.233 2.012 1.163
C -4.701 1.269 1.348
C -4.394 0.562 2.530
Cl -5.553 0.467 3.782
C -3.157 -0.052 2.695
Cl -2.737 -0.915 4.115
C -2.214 0.058 1.675
O -0.994 -0.463 1.701
C -2.511 0.798 0.535
O -1.475 0.857 -0.334
C -3.756 1.378 0.337
Cl -4.053 2.254 -1.110
C 1.348 -1.968 -3.100
Ge 0.493 -0.249 -2.701
C -1.373 -0.178 -3.261
C 1.430 1.000 -3.955
Ge 1.425 1.806 -1.248
C 3.340 1.920 -1.021
C 4.246 0.976 -1.502
C 5.597 1.092 -1.211
C 6.052 2.140 -0.420
C 5.158 3.081 0.072
C 3.807 2.976 -0.232
C 0.693 3.442 -1.917
C -0.692 3.606 -2.029
C -1.210 4.787 -2.536
C -0.352 5.805 -2.935
C 1.024 5.645 -2.836
C 1.550 4.465 -2.334
H 1.099 -2.199 -4.137
H 0.995 -2.790 -2.478
H 2.434 -1.902 -3.031
H -1.413 -0.446 -4.319
H -1.754 0.835 -3.139
H -1.996 -0.860 -2.690
H 1.529 0.388 -4.855
H 2.435 1.338 -3.700
H 0.813 1.864 -4.189
H 3.907 0.155 -2.126
H 6.300 0.373 -1.612
H 7.108 2.233 -0.202
H 5.514 3.907 0.673
H 3.123 3.737 0.133
H -1.365 2.815 -1.721
H -2.281 4.912 -2.624
H -0.758 6.727 -3.330
H 1.686 6.438 -3.155
H 2.624 4.342 -2.272
C -1.275 -5.972 -2.490
C -2.448 -4.999 -2.423
C -2.313 -3.881 -3.451
C -2.663 -4.460 -1.007
N -1.502 -3.704 -0.506
C -0.428 -4.130 0.172
N 0.385 -3.119 0.360
N -0.232 -2.090 -0.221
N -1.368 -2.416 -0.743
H -1.221 -6.430 -3.477
H -1.371 -6.777 -1.759
H -0.321 -5.462 -2.325
H -3.367 -5.553 -2.637
H -1.389 -3.314 -3.306
H -3.151 -3.183 -3.403
H -2.282 -4.300 -4.456
H -2.824 -5.271 -0.298
H -3.510 -3.779 -0.959
H -0.274 -5.142 0.508

Results
* 2S+1: 2
* calculated total energy: -223141.5400 eV
* maximum force: 0.00455 hartree/bohr
* net charge: +2

***

Record 4
A molecular structure, C39H39Cl6CoFGeN3O5Si. Source: the Open Molecules 2025 dataset; level of theory: ωB97M-V with the def2-TZVPD basis set.

CARTESIAN COORDINATES (ANGSTROEM)
Co 1.558 1.680 -0.510
F -1.368 -3.957 0.668
C -0.562 -3.277 1.502
C 0.136 -2.213 1.005
C 1.007 -1.503 1.827
C 1.767 -0.399 1.282
O 1.638 -0.092 0.087
C 2.677 0.256 2.180
C 2.807 -0.187 3.462
N 2.084 -1.205 3.970
C 2.353 -1.672 5.311
C 1.373 -1.405 6.418
C 2.698 -0.707 6.400
C 1.172 -1.894 3.166
C 0.415 -2.955 3.660
C -0.463 -3.659 2.843
N -1.223 -4.704 3.430
C -2.403 -5.234 2.748
C -3.206 -6.038 3.801
N -2.690 -5.628 5.145
C -1.309 -6.164 5.354
C -0.502 -5.790 4.089
C 3.464 1.426 1.701
O 4.442 1.890 2.330
O 3.101 1.965 0.637
H 0.049 -1.927 -0.038
H 3.514 0.290 4.126
H 2.858 -2.632 5.328
H 1.207 -2.182 7.152
H 0.497 -0.814 6.187
H 3.459 -1.005 7.105
H 2.696 0.349 6.168
H 0.505 -3.241 4.698
H -2.152 -5.887 1.908
H -2.993 -4.406 2.363
H -3.064 -7.111 3.692
H -4.271 -5.827 3.741
H -3.317 -5.884 5.906
H -2.583 -4.609 5.094
H -1.349 -7.240 5.508
H -0.896 -5.700 6.247
H -0.414 -6.655 3.422
H 0.502 -5.470 4.348
Cl -2.377 7.453 -1.428
C -1.162 6.219 -1.419
C -1.082 5.355 -0.343
C -0.123 4.365 -0.368
Cl 0.022 3.212 0.925
C 0.790 4.200 -1.428
O 1.698 3.267 -1.429
C 0.657 5.102 -2.501
Cl 1.714 4.902 -3.847
C -0.300 6.100 -2.495
H -1.753 5.455 0.499
H -0.372 6.786 -3.327
C -2.356 -0.622 -1.837
C -1.424 -0.542 -3.040
C -2.214 -0.653 -4.342
C -0.313 -1.586 -2.961
Si -0.527 1.207 -2.960
O -0.015 1.292 -1.444
C -1.814 2.544 -3.290
C -1.949 3.144 -4.545
C -2.885 4.147 -4.765
C -3.705 4.571 -3.729
C -3.582 3.989 -2.475
C -2.646 2.987 -2.260
C 0.886 1.094 -4.219
C 2.196 1.100 -3.735
C 3.290 1.080 -4.588
C 3.094 1.001 -5.959
C 1.804 0.954 -6.465
C 0.715 1.010 -5.604
H -2.870 -1.596 -1.824
H -3.121 0.156 -1.876
H -1.799 -0.515 -0.903
H -2.753 -1.611 -4.363
H -1.559 -0.627 -5.214
H -2.955 0.144 -4.432
H -0.740 -2.581 -2.765
H 0.385 -1.348 -2.152
H 0.255 -1.636 -3.890
H -1.320 2.824 -5.367
H -2.976 4.589 -5.749
H -4.436 5.351 -3.900
H -4.225 4.313 -1.665
H -2.561 2.536 -1.277
H 2.367 1.123 -2.666
H 4.294 1.133 -4.184
H 3.941 0.977 -6.633
H 1.640 0.878 -7.533
H -0.282 0.980 -6.028
Cl 6.454 4.631 1.707
Ge 4.710 3.711 0.804
Cl 3.071 5.073 1.151
Cl 5.001 3.779 -1.324

Results
* 2S+1: 2
* calculated total energy: -235654.8262 eV
* maximum force: 0.03982 hartree/bohr
* net charge: +1

***

Record 5
6 unconnected molecules or ions with the total composition C39H39FN7O2. Source: the Open Molecules 2025 dataset; level of theory: ωB97M-V with the def2-TZVPD basis set.

CARTESIAN COORDINATES (ANGSTROEM)
C -7.263 -0.185 -2.604
C -6.317 0.916 -3.201
N -5.582 1.596 -2.098
C -4.250 1.326 -2.019
C -3.707 0.852 -0.802
C -2.358 0.604 -0.656
C -1.833 0.104 0.681
O -1.302 0.839 1.467
O -1.956 -1.234 0.979
C -1.500 0.827 -1.781
C -0.031 0.600 -1.630
C 0.752 1.699 -1.264
C 2.124 1.631 -1.098
C 2.758 0.404 -1.322
C 1.979 -0.688 -1.667
C 0.606 -0.616 -1.836
C -2.054 1.255 -2.938
N -3.385 1.484 -3.022
F -3.830 1.941 -4.211
H -8.302 0.157 -2.724
H -7.108 -0.341 -1.528
H -7.183 -1.122 -3.172
H -6.988 1.635 -3.694
H -5.669 0.520 -3.987
H -6.029 1.468 -1.200
H -4.346 0.700 0.070
H -2.888 -1.478 0.840
H 0.258 2.660 -1.080
H 2.644 2.543 -0.803
H 3.842 0.365 -1.213
H 2.514 -1.630 -1.814
H 0.031 -1.503 -2.107
H -1.427 1.418 -3.816
N 3.080 3.366 2.805
C 2.370 2.249 2.973
C 2.913 1.044 3.389
C 4.275 0.992 3.643
C 5.033 2.139 3.474
C 4.391 3.296 3.056
H 1.309 2.338 2.759
H 2.287 0.170 3.510
H 4.739 0.069 3.969
H 6.098 2.139 3.661
H 4.943 4.218 2.915
N 0.658 -0.864 -5.549
C 0.660 -1.330 -6.800
C 1.705 -1.140 -7.691
C 2.810 -0.423 -7.263
C 2.829 0.072 -5.969
C 1.734 -0.177 -5.157
H -0.226 -1.883 -7.092
H 1.653 -1.544 -8.692
H 3.646 -0.252 -7.930
H 3.673 0.637 -5.598
H 1.703 0.186 -4.137
N -5.583 -2.600 2.686
C -6.295 -3.722 2.802
C -5.759 -4.937 3.203
C -4.406 -4.995 3.497
C -3.648 -3.842 3.383
C -4.282 -2.679 2.979
H -7.348 -3.631 2.558
H -6.386 -5.815 3.281
H -3.949 -5.924 3.811
H -2.589 -3.843 3.601
H -3.727 -1.751 2.881
N -1.475 -5.284 1.372
C -1.214 -6.513 0.924
C -0.885 -6.797 -0.393
C -0.830 -5.749 -1.297
C -1.101 -4.465 -0.850
C -1.415 -4.290 0.489
H -1.276 -7.302 1.666
H -0.680 -7.813 -0.702
H -0.579 -5.929 -2.334
H -1.070 -3.619 -1.524
H -1.631 -3.308 0.888
N 6.505 5.760 4.151
C 7.834 5.799 4.037
C 8.673 6.367 4.983
C 8.101 6.931 6.111
C 6.723 6.903 6.249
C 5.975 6.307 5.246
H 8.237 5.348 3.136
H 9.744 6.367 4.839
H 8.721 7.386 6.873
H 6.238 7.333 7.115
H 4.893 6.258 5.312

Results
* 2S+1: 1
* calculated total energy: -58309.2588 eV
* maximum force: 0.03655 hartree/bohr
* net charge: +1